(1)
This record from the Open Molecules 2025 dataset describes C28H44F5KN4O6STe as an isolated structure. The level of theory is the ωB97M-V functional and the def2-TZVPD basis.

Positions of all 90 atoms, in Å:
K -0.2294 -0.1491 0.0493
C -0.7607 3.0617 3.8983
C 0.3875 2.0544 3.9178
C 1.4240 2.4686 2.8649
C -0.0611 0.6221 3.6811
C -1.3315 0.3016 3.2188
C -1.6983 -1.0212 2.9923
C -0.7991 -2.0625 3.1821
C -1.1719 -3.4814 2.8317
C 0.4768 -1.7433 3.6469
C 0.8316 -0.4282 3.8983
H -0.3849 4.0521 4.1647
H -1.5492 2.7900 4.6052
H -1.1874 3.1314 2.8930
H 0.8606 2.0770 4.9080
H 0.8995 2.5830 1.9144
H 2.2124 1.7214 2.7493
H 1.8775 3.4286 3.1258
H -2.0343 1.0907 2.9839
H -2.6865 -1.2296 2.6048
H -0.7713 -4.1934 3.5566
H -0.7766 -3.7472 1.8470
H -2.2549 -3.6024 2.7914
H 1.2047 -2.5352 3.7989
H 1.8355 -0.2058 4.2475
N 1.6538 2.7462 -0.7286
C 2.1592 1.9629 -1.8417
C 1.1673 0.9644 -2.4481
O 1.7078 0.0740 -3.1560
N -0.1233 1.1635 -2.2299
C -0.9861 0.2737 -3.0152
C -1.3238 -1.1687 -2.5334
O -2.2965 -1.6985 -3.1221
O -0.6152 -1.7319 -1.6476
H 2.0214 3.6854 -0.6939
H 1.7585 2.2899 0.1658
H 3.0616 1.3886 -1.6053
H 2.4224 2.6353 -2.6597
H -0.5074 0.0858 -3.9850
H -1.9308 0.7745 -3.2065
C -7.7708 -4.7698 -2.7776
C -6.2644 -5.0037 -2.7717
N -5.5131 -3.7818 -2.5446
C -4.6300 -3.3199 -3.6251
C -5.3921 -2.7193 -4.7988
C -5.4404 -3.3405 -1.2539
O -5.9574 -3.9722 -0.3375
C -4.8076 -2.0076 -1.0132
C -5.2672 -0.8406 -1.6129
C -4.6613 0.3608 -1.3080
C -3.5979 0.3616 -0.4164
N -3.1431 -0.7560 0.1524
C -3.7468 -1.9055 -0.1289
H -8.3073 -5.7054 -2.9563
H -8.0453 -4.0559 -3.5567
H -8.0791 -4.3713 -1.8112
H -5.9410 -5.4123 -3.7302
H -6.0139 -5.7233 -1.9896
H -4.0489 -4.1777 -3.9746
H -3.8942 -2.6180 -3.2402
H -6.0884 -3.4390 -5.2420
H -4.6842 -2.4038 -5.5664
H -5.9618 -1.8435 -4.4831
H -6.0897 -0.8831 -2.3170
H -4.9681 1.2901 -1.7689
H -3.0814 1.2816 -0.1663
H -3.3424 -2.8014 0.3326
C 4.2744 -2.1328 1.9306
C 4.4089 -1.8050 0.4504
S 2.8265 -1.2469 -0.2906
O 2.2392 -0.3485 0.7589
C 1.9337 -2.8216 -0.2281
C 2.1861 -3.6028 -1.5109
H 5.2467 -2.1005 2.4253
H 3.8505 -3.1240 2.0900
H 3.6175 -1.3982 2.4014
H 4.7755 -2.6381 -0.1534
H 5.0747 -0.9551 0.2922
H 0.8738 -2.5504 -0.1896
H 2.2142 -3.3506 0.6838
H 1.8841 -2.9877 -2.3606
H 1.5790 -4.5084 -1.5159
H 3.2360 -3.8895 -1.6220
F -1.7241 5.0051 -1.4232
Te -0.9747 3.3070 -0.8489
F -2.5852 3.6254 0.2568
F -0.0098 4.5817 0.2378
F -2.3307 2.6860 -2.0352
F 0.0589 3.8612 -2.3580
O -0.7292 2.0406 0.4112

Atoms 1-6, force components in eV/Å:
K -0.1781 -0.6616 1.1367
C 0.0293 -0.0427 -0.0077
C -0.0021 0.0029 -0.0906
C -0.0478 -0.0366 0.0420
C -0.0048 0.0536 -0.0030
C 0.0056 -0.0027 -0.0270

Calculated values
HOMO-LUMO gap, Eh: 0.20709
Energy relative to the best compared isomer or geometry (same formula, charge and spin), kJ/mol: 203.45
Net charge: -2
LUMO level, eV: 3.64
E_HOMO, eV: -2.000

(2)
This record from the Open Molecules 2025 dataset describes C28H45BBrCaF8NaNbO4 as an isolated structure. The level of theory is the ωB97M-V functional and the def2-TZVPD basis.

Positions of all 90 atoms, in Å:
C -0.3214 -3.4632 3.1026
C 0.3867 -3.8906 2.0745
Nb 1.3841 -2.6109 0.5689
C 3.3458 -3.7551 0.8686
C 3.6453 -4.3221 2.2726
C 3.3476 -5.8040 2.4264
C 2.5980 -6.1641 3.7030
C 3.1481 -7.3882 4.3810
C 2.2810 -1.4255 -1.1217
C 1.5364 -0.1527 -1.4758
C 1.6496 0.7909 -0.3151
C 0.9301 2.0611 -0.5025
O 0.1370 2.3125 -1.3869
O 1.1674 3.0412 0.4694
C 1.1562 2.6513 1.7921
C -0.1816 2.0438 2.2101
C -0.5613 -1.4345 0.5051
C -1.5887 -2.4897 0.0874
C -2.5700 -2.0764 -1.0098
C -3.5396 -0.9809 -0.7119
C -4.3498 -1.0606 0.3434
C -5.2242 -0.1002 0.6052
C -5.2908 0.9477 -0.2079
C -4.4945 1.0308 -1.2640
C -3.6086 0.0781 -1.5168
B 2.4008 -1.1284 2.1460
C 1.8765 -0.7726 3.6205
O 3.6256 -0.4352 1.7266
H -0.1530 -3.8777 4.0784
H -1.0640 -2.6889 3.0417
H 0.5067 -4.9503 1.9731
H 0.8915 -3.8646 -0.6638
H 3.3105 -4.5757 0.1860
H 4.1693 -3.1066 0.6022
H 3.1781 -3.7817 3.0809
H 4.7075 -4.2232 2.4271
H 2.7445 -6.1133 1.5991
H 4.2534 -6.3772 2.4218
H 2.5326 -5.3361 4.3873
H 1.5872 -6.4062 3.4439
H 2.4612 -7.6981 5.1407
H 4.0750 -7.1784 4.8798
H 3.2326 -8.1887 3.6747
H 3.2936 -1.1525 -0.8661
H 2.3821 -2.0412 -1.9945
H 0.5293 -0.3765 -1.7412
H 1.9425 0.3288 -2.3485
H 1.2151 0.3793 0.5743
H 2.6888 1.0504 -0.1673
H 1.9775 2.0017 2.0920
H 1.3025 3.5478 2.3592
H -0.8822 1.8977 1.3866
H -0.0946 1.1165 2.7300
H -0.6577 2.7221 2.9311
H -0.8383 -1.1272 1.5081
H -0.5951 -0.5429 -0.0805
H -1.1066 -3.3705 -0.3034
H -2.0978 -2.8047 0.9705
H -1.9640 -1.7305 -1.8228
H -3.0938 -2.9519 -1.3423
H -4.2829 -1.9145 0.9698
H -5.8458 -0.1948 1.4625
H -6.0137 1.7157 -0.0024
H -4.5540 1.8467 -1.9547
H -2.9723 0.1388 -2.3666
H 1.8476 -1.6583 4.2143
H 2.6387 -0.1497 4.1328
H 0.9554 -0.2237 3.6651
H 4.2415 -1.1585 1.5404
Ca 3.9092 0.9619 3.6312
C -2.1535 6.2000 -3.2534
C -2.6066 4.8056 -3.7183
C -1.5602 3.7478 -4.0740
F -0.8044 4.1106 -5.1182
F -2.2203 2.5955 -4.4303
F -3.4913 4.9212 -4.7375
F -3.3059 4.2669 -2.6550
O -2.1836 7.2740 -4.2159
C -1.1948 7.6042 -5.0948
C -1.6629 7.4612 -6.5487
F -2.0605 6.2061 -6.8176
F -0.6341 7.7607 -7.3771
F -0.0592 6.9438 -4.8802
F -0.9285 8.9260 -4.9216
H -2.9183 6.5056 -2.5393
H -1.1843 6.1439 -2.6349
H -0.9233 3.5384 -3.2199
H -2.4942 8.1409 -6.7451
Br 0.5907 5.4721 -1.7176
Na -1.4480 3.9296 1.8575

Atoms 1-6, force components in eV/Å:
C 0.2037 0.3014 0.8531
C -1.2504 0.1933 -2.7333
Nb -1.1555 -1.9087 -1.1653
C -0.3584 1.3011 2.0815
C 0.6896 -0.1481 -0.5986
C -0.5334 0.4043 0.6978

Calculated values
HOMO-LUMO gap, Eh: 0.08095
Net charge: +1
LUMO level, eV: -6.66
E_HOMO, eV: -8.860

(3)
This record from the Open Molecules 2025 dataset describes C28H45Cl27O4 as an isolated structure. The level of theory is the ωB97M-V functional and the def2-TZVPD basis.

Positions of all 104 atoms, in Å:
C -1.4417 -0.6605 -1.1582
C -0.8122 0.6782 -1.6060
C -1.4844 1.8365 -0.8179
C -0.6179 3.1064 -0.6857
C 0.7530 2.9283 0.0181
C 0.7887 2.1063 1.3227
C 0.1849 2.6978 2.6410
C -0.0455 1.5020 3.6312
C -1.2055 3.3938 2.4216
C -1.8343 3.9966 3.6840
C -3.2560 3.4239 3.8929
C 2.3545 2.0944 1.6565
C 2.8899 0.6307 1.5774
C 3.3249 0.0517 2.9637
O 2.5332 -1.0184 3.4364
C 2.9997 -2.3020 3.0308
C 1.8176 -3.0439 2.3497
O 2.2465 -3.6900 1.1802
C 1.1570 -4.0900 0.3677
C 1.5019 -4.0112 -1.1411
C 1.6890 0.0034 0.8518
O 1.6787 -0.9024 0.1126
O 0.5699 0.6986 1.2033
H -1.6766 -0.6517 -0.0872
H -0.7913 -1.5170 -1.3690
H -2.3890 -0.8567 -1.6818
H 0.2713 0.6760 -1.4551
H -0.9694 0.8169 -2.6853
H -1.8323 1.4741 0.1583
H -2.3979 2.1068 -1.3713
H -0.3914 3.4451 -1.7074
H -1.2380 3.8899 -0.2390
H 1.3996 2.4007 -0.7016
H 1.2203 3.9130 0.1649
H 0.8715 3.4169 3.1959
H -0.3264 1.8641 4.6816
H -0.9154 0.9595 3.2384
H 0.8320 0.8590 3.7357
H -1.9579 2.7327 1.9763
H -1.0770 4.2481 1.7405
H -1.9517 5.0854 3.5959
H -1.2037 3.8168 4.5098
H -3.6600 3.6289 4.8907
H -3.2583 2.3358 3.7486
H -3.9134 3.8574 3.1291
H 2.7225 2.7219 2.4755
H 2.8596 2.5573 0.7923
H 3.8169 0.7680 1.0126
H 3.2341 0.8648 3.6973
H 4.3937 -0.2011 2.9224
H 3.2843 -2.9022 3.9086
H 3.8800 -2.2563 2.3792
H 1.0373 -2.2978 2.1381
H 1.3804 -3.7381 3.0887
H 0.2486 -3.5242 0.6214
H 0.9170 -5.1455 0.5868
H 1.2898 -4.9945 -1.6070
H 0.9289 -3.2487 -1.6753
H 2.5633 -3.7482 -1.2275
C -2.3213 -5.2001 -2.1971
Cl -1.3922 -4.2946 -3.3918
Cl -1.6118 -6.7951 -1.9364
Cl -2.4079 -4.3019 -0.6869
H -3.3284 -5.3339 -2.5739
C -0.7956 6.2846 -3.3317
Cl -1.2771 4.6648 -3.8210
Cl -0.6329 6.3182 -1.5725
Cl 0.7052 6.7606 -4.1281
H -1.5688 6.9839 -3.6173
C -4.9074 5.5005 -5.1422
Cl -4.0465 6.3243 -3.8373
Cl -3.9177 5.4460 -6.6019
Cl -5.3755 3.8748 -4.6444
H -5.8063 6.0618 -5.3616
C 3.2711 6.0958 0.7497
Cl 1.7229 6.1381 -0.0921
Cl 3.0195 6.4706 2.4536
Cl 4.0273 4.5039 0.5834
H 3.9308 6.8358 0.3144
C 4.6548 3.7325 -3.2342
Cl 3.1969 4.7092 -3.4149
Cl 4.4772 2.1862 -4.0663
Cl 6.0685 4.6054 -3.8335
H 4.8010 3.5354 -2.1803
C 0.0436 3.6876 5.9955
Cl 0.7562 4.2187 7.5245
Cl 1.2193 3.8198 4.6596
Cl -0.5591 2.0187 6.1085
H -0.7919 4.3300 5.7790
C -5.3663 -7.7755 -1.5249
Cl -4.2305 -7.7179 -0.1741
Cl -6.0389 -6.1699 -1.8374
Cl -4.5918 -8.4177 -2.9733
H -6.1795 -8.4372 -1.2552
C -3.7986 -12.6937 -3.4538
Cl -4.0623 -11.4581 -2.2216
Cl -4.5398 -12.2128 -4.9829
Cl -2.0747 -13.0021 -3.6677
H -4.2686 -13.6107 -3.1228
C 4.2137 -6.0564 -3.2528
Cl 2.4859 -6.1255 -3.5931
Cl 4.9384 -7.6630 -3.3680
Cl 5.0208 -4.9322 -4.3493
H 4.3451 -5.6962 -2.2397

Atoms 1-6, force components in eV/Å:
C 0.0433 -0.1187 -0.4193
C -0.5707 -0.0791 0.5690
C 0.2339 0.0586 -0.6199
C 0.0022 -0.3513 -0.3313
C -1.5290 -0.7755 -0.4446
C 3.5182 1.2205 2.1783

Calculated values
HOMO-LUMO gap, Eh: 0.33948
Net charge: 0
LUMO level, eV: 0.31
E_HOMO, eV: -8.929

(4)
This record from the Open Molecules 2025 dataset describes C28H45CuFN2O2PSi as an isolated structure. The level of theory is the ωB97M-V functional and the def2-TZVPD basis.

Positions of all 81 atoms, in Å:
Cu 0.1180 1.2860 0.2679
C -2.0010 4.0375 1.3309
Si -1.4909 3.7722 -0.4504
C -1.7357 5.4405 -1.2963
C -2.7000 2.5808 -1.2645
N 0.0866 3.0991 -0.4945
C 1.2185 3.5308 -1.1215
C 1.2726 4.4750 -2.1700
C 2.4617 4.8699 -2.7660
C 3.6797 4.3432 -2.3644
C 3.6770 3.4012 -1.3398
C 2.4884 3.0307 -0.7625
F 2.5435 2.1134 0.2451
H -3.0554 4.3220 1.4059
H -1.3969 4.8378 1.7685
H -1.8406 3.1458 1.9365
H -2.7169 5.8159 -0.9872
H -1.7356 5.3794 -2.3868
H -0.9868 6.1756 -0.9918
H -3.7409 2.8631 -1.0786
H -2.5559 1.5559 -0.9097
H -2.5355 2.5709 -2.3464
H 0.3443 4.8934 -2.5326
H 2.4260 5.5983 -3.5681
H 4.6070 4.6483 -2.8306
H 4.5899 2.9491 -0.9712
O 0.1384 1.0609 4.3787
C -0.3876 1.0201 3.2694
O 0.1773 1.4101 2.1891
C -1.8237 0.5010 3.1994
C -2.4598 0.1800 4.3969
C -3.7641 -0.2887 4.4048
C -4.4559 -0.4452 3.2090
C -3.8298 -0.1330 2.0118
C -2.5224 0.3369 2.0103
H -1.8983 0.3099 5.3125
H -4.2449 -0.5327 5.3449
H -5.4763 -0.8103 3.2119
H -4.3540 -0.2585 1.0715
H -2.0384 0.5436 1.0656
C 1.7263 -3.5477 -2.5179
C 0.8865 -2.2990 -2.2326
C 1.5091 -1.0898 -2.9514
C -0.4927 -2.4949 -2.8804
P 0.6229 -1.8408 -0.4094
N 0.0204 -0.4161 -0.3746
C 2.2789 -2.0048 0.5033
C 3.3540 -1.2747 -0.3171
C 2.2051 -1.2454 1.8394
C 2.7706 -3.4301 0.7804
C -0.6031 -3.0916 0.3324
C -0.5829 -2.9181 1.8598
C -0.3837 -4.5730 0.0084
C -2.0206 -2.6924 -0.1183
H 1.7109 -3.7372 -3.5970
H 1.3390 -4.4396 -2.0252
H 2.7685 -3.4246 -2.2292
H 1.4321 -1.2535 -4.0316
H 2.5602 -0.9481 -2.7158
H 0.9735 -0.1762 -2.6938
H -0.3595 -2.5328 -3.9661
H -1.1595 -1.6641 -2.6466
H -0.9673 -3.4271 -2.5796
H 3.0310 -0.2718 -0.5946
H 3.6442 -1.8188 -1.2137
H 4.2470 -1.1750 0.3074
H 1.8111 -0.2377 1.7268
H 3.2224 -1.1624 2.2353
H 1.6072 -1.7514 2.5912
H 2.8381 -4.0458 -0.1162
H 2.1452 -3.9480 1.5061
H 3.7756 -3.3674 1.2116
H 0.3084 -3.3437 2.3161
H -1.4471 -3.4411 2.2803
H -0.6605 -1.8687 2.1473
H 0.6048 -4.9321 0.2910
H -0.5371 -4.7922 -1.0483
H -1.1180 -5.1628 0.5684
H -2.1260 -1.6082 -0.1350
H -2.7449 -3.0985 0.5940
H -2.2714 -3.0831 -1.1022

Atoms 1-6, force components in eV/Å:
Cu 0.0484 -0.1260 -0.0853
C -0.0083 0.0489 0.0310
Si 0.0443 -0.0205 0.0198
C -0.0535 0.0465 0.0102
C -0.0151 -0.0365 -0.0375
N 0.0047 -0.0262 -0.0118

Calculated values
HOMO-LUMO gap (alpha / beta), Eh: 0.25773 / 0.25450
Expectation value of S²: 0.755
Energy relative to the best compared isomer or geometry (same formula, charge and spin), kJ/mol: 0.00
Net charge: -1
Multiplicity: 2
LUMO level (alpha / beta), eV: 2.59 / 2.58
E_HOMO (alpha / beta), eV: -4.428 / -4.345